{"formula": "C70H85N9O26", "method": "ωB97M-V with the def2-TZVPD basis set", "elements": ["C", "C", "C", "C", "C", "C", "N", "O", "O", "H", "H", "H", "H", "H", "C", "C", "C", "C", "C", "C", "N", "O", "O", "H", "H", "H", "H", "H", "C", "C", "C", "C", "C", "C", "N", "O", "O", "H", "H", "H", "H", "H", "C", "C", "C", "C", "C", "C", "N", "O", "O", "H", "H", "H", "H", "H", "C", "C", "C", "C", "C", "C", "N", "O", "O", "H", "H", "H", "H", "H", "C", "C", "C", "C", "C", "C", "N", "O", "O", "H", "H", "H", "H", "H", "C", "C", "C", "C", "C", "C", "N", "O", "O", "H", "H", "H", "H", "H", "C", "C", "C", "C", "C", "C", "N", "O", "O", "H", "H", "H", "H", "H", "C", "C", "C", "C", "C", "C", "N", "O", "O", "H", "H", "H", "H", "H", "C", "O", "C", "C", "O", "C", "H", "H", "H", "H", "H", "H", "H", "H", "H", "H", "C", "O", "C", "C", "O", "C", "H", "H", "H", "H", "H", "H", "H", "H", "H", "H", "C", "O", "C", "C", "O", "C", "H", "H", "H", "H", "H", "H", "H", "H", "H", "H", "C", "O", "C", "C", "O", "C", "H", "H", "H", "H", "H", "H", "H", "H", "H", "H"], "positions_angstrom": [[-1.2544, -5.6729, -2.4929], [-0.0674, -4.9667, -2.4610], [0.4454, -4.4810, -1.2701], [-0.1564, -4.9461, -0.0557], [-1.3478, -5.6669, -0.1006], [-1.8550, -6.0564, -1.3557], [0.4745, -4.5725, 1.2036], [-0.2032, -4.5703, 2.3144], [1.6133, -4.1466, 1.1899], [-1.6410, -6.0413, -3.4315], [0.3619, -4.6971, -3.4146], [1.3708, -3.9280, -1.2059], [-1.8860, -6.0046, 0.7726], [-2.6934, -6.7353, -1.4080], [2.4566, -1.3151, -3.4947], [2.5329, -2.3758, -4.4554], [1.6480, -2.4163, -5.5394], [0.6174, -1.5145, -5.6023], [0.5846, -0.4456, -4.7262], [1.4939, -0.3359, -3.6672], [-0.4670, -1.7075, -6.5460], [-1.1081, -0.6739, -6.8842], [-0.7240, -2.8308, -7.0338], [3.1797, -1.3656, -2.6941], [3.2788, -3.1360, -4.2761], [1.8719, -3.2782, -6.1504], [-0.2165, 0.2779, -4.7615], [1.3483, 0.5356, -3.0462], [3.1226, 5.9084, 0.9046], [1.9147, 5.9289, 0.2805], [0.7978, 6.3217, 0.9814], [0.8834, 6.6586, 2.3319], [2.1095, 6.6484, 3.0162], [3.2236, 6.2611, 2.2893], [-0.3400, 7.0727, 3.0436], [-0.1875, 7.5206, 4.1586], [-1.4176, 7.0010, 2.4608], [3.9316, 5.6021, 0.2580], [1.7647, 5.6235, -0.7445], [-0.2032, 6.2883, 0.5771], [2.1860, 7.0687, 4.0082], [4.1795, 6.2409, 2.7915], [8.5824, -0.2865, 1.9774], [7.3529, 0.2178, 2.3791], [6.2809, -0.1378, 1.6386], [6.3695, -0.8833, 0.4438], [7.6615, -1.2129, -0.0220], [8.7419, -0.9985, 0.7721], [5.1809, -1.3498, -0.2283], [5.3590, -2.2695, -1.0154], [4.0491, -0.8822, -0.0498], [9.5318, -0.1621, 2.4770], [7.2769, 0.8075, 3.2806], [5.3026, 0.1508, 1.9935], [7.7514, -1.9554, -0.8011], [9.6751, -1.3797, 0.3845], [7.3081, 4.8725, 5.5872], [7.8656, 5.4131, 4.4034], [7.4595, 5.0038, 3.1040], [6.5215, 3.9702, 3.0247], [6.0125, 3.3516, 4.1641], [6.4024, 3.8623, 5.4290], [6.0733, 3.4660, 1.6622], [5.3875, 2.4838, 1.6620], [6.4231, 4.0320, 0.5886], [7.4846, 5.3773, 6.5254], [8.5543, 6.2434, 4.4564], [7.8781, 5.3341, 2.1649], [5.2768, 2.5648, 4.0860], [5.9962, 3.3690, 6.2997], [-1.2590, 3.3149, -1.4799], [-1.4880, 3.2040, -0.0722], [-2.3437, 4.1091, 0.5697], [-2.9081, 5.1651, -0.2024], [-2.5612, 5.2825, -1.5484], [-1.7365, 4.4061, -2.2230], [-3.8305, 6.1415, 0.4681], [-4.5156, 5.7886, 1.3979], [-3.8183, 7.3449, 0.0834], [-0.6072, 2.6045, -1.9667], [-1.1812, 2.3051, 0.4418], [-2.7132, 3.9827, 1.5766], [-2.9480, 6.1218, -2.1072], [-1.5605, 4.4877, -3.2854], [5.5560, 1.8260, -2.5057], [6.7994, 1.5046, -2.1669], [7.7897, 1.5566, -3.1707], [7.5375, 2.1263, -4.4202], [6.2368, 2.4652, -4.7085], [5.2596, 2.2556, -3.7282], [8.5928, 2.3640, -5.3696], [8.4214, 3.1057, -6.3083], [9.6748, 1.7816, -5.1016], [4.7294, 1.7184, -1.8189], [7.0778, 1.0731, -1.2168], [8.7560, 1.1798, -2.8695], [5.8767, 2.8332, -5.6579], [4.2273, 2.4257, -3.9960], [-2.5365, -0.8480, -2.7771], [-2.5456, -1.9074, -3.6471], [-3.3689, -2.0132, -4.7475], [-4.4358, -1.0382, -4.9212], [-4.4987, 0.0059, -3.9891], [-3.5719, 0.0870, -2.8919], [-5.4112, -1.1400, -6.0308], [-5.5822, -2.2183, -6.5927], [-6.0460, -0.1612, -6.3164], [-1.7676, -0.8088, -2.0198], [-1.7460, -2.6262, -3.5452], [-3.2017, -2.8408, -5.4209], [-5.2262, 0.7963, -4.1007], [-3.7578, 0.9043, -2.2108], [-10.8502, -0.8671, 0.4804], [-10.1542, -0.1859, -0.5404], [-8.7601, -0.0669, -0.4462], [-8.0659, -0.6350, 0.6381], [-8.7728, -1.3801, 1.5744], [-10.1450, -1.5957, 1.4409], [-6.6195, -0.5585, 0.7691], [-6.0129, -0.1394, -0.1944], [-6.1203, -0.8831, 1.8540], [-11.9226, -0.8823, 0.3531], [-10.6901, 0.2396, -1.3760], [-8.1443, 0.3634, -1.2221], [-8.2880, -1.8856, 2.3965], [-10.6646, -2.2282, 2.1454], [5.1629, -4.9793, 0.7538], [5.9921, -4.1303, 1.4791], [5.7920, -3.9931, 2.8355], [4.5794, -3.2173, 3.3221], [4.8135, -1.9414, 4.0458], [3.6340, -1.4119, 4.5464], [5.2115, -6.0461, 0.9721], [5.2847, -4.8167, -0.3171], [4.1669, -4.6417, 1.0404], [6.6688, -3.5503, 3.3081], [5.7457, -5.0051, 3.2376], [4.1965, -3.8893, 4.0902], [3.8329, -3.0920, 2.5377], [3.1171, -2.1272, 5.1861], [2.9240, -1.2642, 3.7326], [3.8554, -0.4802, 5.0670], [-9.3440, -6.6165, -0.8353], [-8.4733, -5.5901, -1.3686], [-8.7430, -4.2235, -1.0368], [-7.5966, -3.3362, -1.5754], [-6.4242, -3.6070, -0.7865], [-5.2290, -3.2886, -1.4205], [-10.3589, -6.6116, -1.2327], [-9.3612, -6.6024, 0.2545], [-8.9093, -7.5647, -1.1516], [-8.6691, -4.1795, 0.0498], [-9.6770, -3.9426, -1.5234], [-7.8098, -2.2721, -1.4735], [-7.4179, -3.4929, -2.6392], [-5.3437, -2.4005, -2.0420], [-4.8453, -4.1455, -1.9743], [-4.4269, -2.9364, -0.7719], [-2.5804, -1.0049, 0.7916], [-1.3934, -0.3996, 0.3762], [-0.1861, -0.8892, 1.0140], [1.1167, -0.3223, 0.4542], [1.0137, 1.0700, 0.2661], [2.2185, 1.7704, -0.0595], [-2.3871, -2.0587, 0.9919], [-3.3714, -0.9268, 0.0456], [-2.9701, -0.6634, 1.7505], [-0.1486, -1.9785, 1.0246], [-0.2426, -0.7999, 2.0989], [1.3536, -0.8467, -0.4716], [1.8163, -0.5401, 1.2612], [2.9548, 1.6555, 0.7359], [2.0088, 2.8288, -0.2145], [2.7599, 1.4889, -0.9627], [-5.1357, 2.6915, 2.3677], [-4.4271, 2.4624, 3.6312], [-3.7309, 1.2453, 3.7787], [-3.4392, 0.9579, 5.2567], [-2.6781, -0.2537, 5.4537], [-3.2949, -1.4885, 5.1731], [-5.9822, 2.0300, 2.1832], [-4.5016, 2.5012, 1.5019], [-5.5751, 3.6852, 2.4551], [-2.8395, 1.4299, 3.1791], [-4.3442, 0.4297, 3.3955], [-4.3633, 0.7956, 5.8115], [-2.8296, 1.7417, 5.7063], [-3.5656, -1.4560, 4.1178], [-4.2803, -1.3750, 5.6249], [-2.8639, -2.4264, 5.5233]], "homo_energy_ha": -0.34648, "fmax_ha_per_bohr": 0.0866, "orbital_gap_ha": 0.3010, "charge": 0}

{"formula": "C10H18N3", "method": "ωB97M-V with the def2-TZVPD basis set", "elements": ["C", "C", "C", "C", "C", "C", "C", "C", "H", "H", "H", "H", "H", "H", "H", "H", "H", "H", "C", "C", "N", "N", "N", "H", "H", "H", "H", "H", "H", "H", "H"], "positions_angstrom": [[-1.7963, 0.8952, 1.1147], [-2.7432, 1.2986, 2.2964], [-0.7447, -0.0977, 1.5798], [0.3982, 0.5220, 2.1431], [-0.8401, -1.4710, 1.6652], [1.4341, -0.2337, 2.6169], [0.2512, -2.2176, 2.1036], [1.3907, -1.6502, 2.6268], [-2.5104, 0.6837, 0.3342], [-1.2756, 1.8061, 0.8041], [-3.2916, 2.1521, 1.9103], [0.4406, 1.6089, 2.1633], [-1.7370, -1.9995, 1.3839], [2.2989, 0.2842, 3.0292], [0.1070, -3.2853, 2.2872], [2.2929, -2.2281, 2.7999], [-2.0766, 1.6337, 3.1114], [-3.2357, 0.4124, 2.6422], [1.3103, 1.8772, -2.8062], [0.7798, -0.4982, -2.8089], [1.6307, 0.4954, -2.4945], [-0.3872, -0.2603, -3.4219], [1.1211, -1.7912, -2.5484], [2.3106, 0.0899, -1.8698], [-0.5114, 0.6147, -3.9054], [-0.7752, -1.0578, -3.9057], [2.0520, -1.8741, -2.1666], [0.4390, -2.4270, -2.1613], [0.2304, 1.9887, -2.8311], [1.8187, 2.2245, -3.7216], [1.6187, 2.5045, -1.9709]], "de_lowest_kcal_mol": 29.35, "homo_energy_ha": -0.42433, "fmax_ha_per_bohr": 0.0569, "orbital_gap_ha": 0.3143, "charge": 1}

{"formula": "C6H8FNO3", "method": "ωB97M-V with the def2-TZVPD basis set", "elements": ["N", "C", "C", "F", "C", "C", "O", "C", "C", "O", "O", "H", "H", "H", "H", "H", "H", "H", "H"], "positions_angstrom": [[-3.8690, 0.7820, 1.1743], [-2.9392, 0.5296, 0.5785], [-1.6087, 0.0487, -0.5767], [-2.2890, -0.1465, -1.7031], [-0.6611, 1.1970, -0.6103], [0.5299, 0.8265, 0.2631], [1.7762, 1.0739, -0.3733], [0.2894, -0.7298, 0.4965], [1.3173, -1.8062, 0.0227], [2.4497, -1.8315, 0.8760], [-0.9585, -1.0282, -0.1822], [-1.1958, 2.2243, -0.3455], [-0.3476, 1.5497, -1.5595], [0.4493, 1.4869, 1.3127], [1.5609, 1.9021, -0.9520], [0.2061, -0.7650, 1.5291], [1.6123, -1.5859, -1.0109], [0.8215, -2.7378, 0.1729], [2.8564, -0.9898, 0.8879]], "de_lowest_kcal_mol": 39.20, "homo_energy_ha": -0.40174, "fmax_ha_per_bohr": 0.1041, "orbital_gap_ha": 0.4099, "charge": 0, "smiles": "N#C[C@@]1(F)C[C@H](O)[C@H](CO)O1"}

{"formula": "C13H12N2O4Tm", "method": "ωB97M-V with the def2-TZVPD basis set", "elements": ["N", "C", "C", "N", "C", "O", "C", "C", "C", "C", "C", "C", "O", "O", "C", "C", "C", "C", "O", "H", "H", "H", "H", "H", "H", "H", "H", "H", "H", "H", "H", "Tm"], "positions_angstrom": [[5.0153, 0.2481, 0.4905], [3.5387, 0.3212, 0.4122], [2.8505, 0.6693, 1.6531], [3.5713, 0.9417, 2.9119], [1.2567, 0.7411, 1.7084], [0.5923, 1.3118, 2.6091], [0.4273, 0.0155, 0.5204], [-1.0777, -0.2476, 0.8021], [-1.9546, -0.9030, -0.3316], [-3.5064, -1.1015, -0.0036], [-4.3026, 0.1400, -0.7155], [-3.4806, 1.5075, -0.6063], [-3.4908, 2.0925, 0.5184], [-2.6993, 2.1037, -1.6422], [-1.2683, -1.3145, -1.6978], [0.2555, -1.0518, -1.9758], [1.1432, -0.3428, -0.8369], [2.7055, 0.0451, -0.9466], [3.2527, 0.1295, -2.0902], [5.4152, 0.8364, -0.2617], [5.3298, -0.7368, 0.3933], [3.6402, 0.0411, 3.4440], [2.9242, 1.5177, 3.5043], [-1.5651, 0.0516, 1.8013], [-3.9045, -2.0989, -0.3941], [-3.6774, -1.1002, 1.1354], [-4.4113, -0.1090, -1.8349], [-5.3113, 0.2930, -0.2069], [-1.7906, 1.7185, -1.5366], [-1.9380, -1.8160, -2.4794], [0.7142, -1.3555, -2.9982], [1.7459, -2.5477, -1.3463]], "de_lowest_kcal_mol": 138.34, "homo_energy_ha": [-0.65912, -0.65912], "fmax_ha_per_bohr": 0.1075, "orbital_gap_ha": [0.1728, 0.1115], "charge": 3, "multiplicity": 3}

- What is the charge in the fourth record?
  +3

- The highest charge belongs to which entry?
  C13H12N2O4Tm

- What is the formula in the second record?
  C10H18N3